{"formula": "C22H32N2OP2Yb", "method": "ωB97M-V/def2-TZVPD", "elements": ["C", "C", "C", "C", "C", "C", "C", "C", "C", "C", "C", "C", "C", "H", "H", "H", "H", "H", "H", "H", "N", "Yb", "C", "H", "H", "C", "H", "H", "P", "P", "C", "H", "H", "H", "C", "H", "H", "H", "C", "H", "H", "H", "C", "H", "H", "H", "H", "H", "C", "N", "C", "C", "O", "H", "H", "H", "H", "H", "H", "H"], "positions_angstrom": [[-1.0389, 3.5685, -2.6104], [-0.8118, 2.2201, -2.3622], [0.4767, 1.6839, -2.6455], [1.5464, 2.5330, -3.1165], [1.2515, 3.9051, -3.3526], [-0.0232, 4.4003, -3.1104], [2.8124, 1.9566, -3.2875], [3.0374, 0.6047, -2.9956], [1.9128, -0.1839, -2.5478], [2.0751, -1.5520, -2.1880], [3.3373, -2.1236, -2.2953], [4.4386, -1.3770, -2.7479], [4.3036, -0.0380, -3.0921], [-2.0263, 3.9835, -2.3972], [2.0490, 4.5619, -3.7204], [-0.2377, 5.4536, -3.2982], [3.6385, 2.5728, -3.6515], [3.4666, -3.1705, -2.0153], [5.4156, -1.8570, -2.8237], [5.1678, 0.5443, -3.4339], [0.6843, 0.3673, -2.4037], [0.4226, 0.2015, 1.2121], [-1.8549, 1.3082, -1.7206], [-1.7556, 0.2933, -2.1456], [-2.8623, 1.6927, -1.8894], [0.8625, -2.2970, -1.6414], [-0.0343, -1.9722, -2.1924], [0.9937, -3.3758, -1.7266], [-1.6908, 1.1703, 0.0879], [0.5356, -2.0113, 0.1085], [1.8421, -2.9290, 0.9464], [1.6955, -2.9406, 2.0380], [1.8363, -3.9613, 0.5685], [2.8230, -2.4740, 0.7441], [-0.9502, -2.9914, 0.3983], [-0.7442, -4.0239, 0.0906], [-1.2509, -2.9844, 1.4563], [-1.7900, -2.6027, -0.1956], [-2.0089, 2.8511, 0.6664], [-2.9470, 3.2138, 0.2252], [-2.0844, 2.8654, 1.7657], [-1.1806, 3.5173, 0.3815], [-3.1720, 0.2586, 0.5576], [-3.2433, 0.1410, 1.6504], [-4.0569, 0.8049, 0.2034], [-3.1712, -0.7488, 0.1114], [1.2782, 1.0350, -0.1315], [0.3403, 1.8556, 1.8781], [-1.4123, -2.5474, 4.5932], [-1.6130, -1.0721, 4.5941], [-2.1839, -0.4066, 5.7619], [-1.1816, -0.3615, 3.5928], [-0.6178, -0.9064, 2.5788], [-1.7670, -2.9719, 5.5327], [-0.3484, -2.7704, 4.4859], [-1.9755, -2.9906, 3.7639], [-1.4503, 0.3046, 6.1559], [-3.0849, 0.1318, 5.4517], [-2.4345, -1.1260, 6.5351], [-1.2389, 0.7666, 3.6026]], "atomic_forces_ev_per_a": [[-0.36, -1.39, 0.47], [-0.52, 0.74, 0.18], [1.21, -1.19, 0.00], [-0.41, -0.39, 0.19], [-0.67, 0.61, 0.03], [1.45, 0.13, -0.48], [-0.11, -0.04, 0.01], [-0.50, -0.33, 0.20], [-0.84, 1.53, -0.21], [0.59, -0.63, 0.27], [-1.45, 0.05, 0.34], [0.55, 1.31, -0.50], [0.38, -0.80, 0.12], [0.27, -0.06, -0.08], [-0.38, -0.24, 0.16], [0.09, -0.32, 0.05], [-0.21, -0.15, 0.13], [0.03, 0.23, -0.10], [-0.29, 0.16, 0.01], [-0.33, -0.30, 0.15], [0.28, 0.15, -0.37], [2.54, 2.07, 0.63], [0.26, 0.09, -0.75], [-0.15, 0.43, 0.17], [-0.04, 0.00, -0.24], [0.43, -0.03, -0.85], [0.27, -0.21, 0.18], [0.01, -0.13, -0.37], [-0.20, 0.46, -0.50], [-0.06, -1.94, -1.73], [0.47, -0.50, 0.32], [-0.02, -0.05, -0.33], [0.16, 0.14, 0.23], [-0.28, -0.14, -0.04], [-0.46, -0.74, 0.08], [-0.25, 0.05, 0.04], [0.22, 0.03, -0.40], [0.30, -0.11, 0.10], [-0.27, 0.48, 0.19], [0.13, 0.05, 0.11], [0.05, -0.01, -0.44], [-0.24, -0.34, 0.10], [-0.92, -0.21, 0.01], [0.03, 0.10, -0.35], [0.01, -0.27, 0.15], [0.00, 0.37, 0.12], [1.35, 0.73, -1.21], [-0.32, 2.09, 1.52], [-0.12, 0.35, -0.22], [0.13, -0.68, 0.25], [-0.09, 0.69, 0.02], [0.63, 0.17, -0.85], [-1.99, -1.02, 2.94], [-0.01, 0.25, -0.13], [-0.15, 0.02, -0.08], [0.20, 0.08, 0.19], [-0.25, -0.12, 0.08], [0.10, -0.09, 0.27], [0.02, -0.03, -0.13], [-0.25, -1.07, 0.35]], "gap_ev": [6.968, 6.988], "total_energy_ha": -2883.355432, "s2": 0.7516, "total_charge": 1, "multiplicity": 2}

{"formula": "C22H32N4O3", "method": "ωB97M-V/def2-TZVPD", "elements": ["O", "C", "C", "C", "C", "C", "O", "N", "C", "C", "O", "N", "C", "C", "C", "C", "C", "C", "C", "C", "C", "C", "N", "C", "C", "C", "C", "C", "N", "H", "H", "H", "H", "H", "H", "H", "H", "H", "H", "H", "H", "H", "H", "H", "H", "H", "H", "H", "H", "H", "H", "H", "H", "H", "H", "H", "H", "H", "H", "H", "H"], "positions_angstrom": [[-3.7098, 0.9637, -1.5783], [-2.7461, 1.5043, -2.0704], [-1.5009, 1.8764, -1.2842], [-1.7345, 1.7461, 0.2195], [-0.4144, 1.7590, 0.9964], [0.4375, 0.5525, 0.6518], [1.3687, 0.6778, -0.1414], [0.1494, -0.6472, 1.1932], [0.9362, -1.7872, 0.7373], [2.2746, -1.9222, 1.4858], [2.4640, -2.7943, 2.3131], [3.1761, -1.0052, 1.1217], [4.4825, -0.8782, 1.7270], [5.5730, -0.8101, 0.6456], [5.8126, 0.6833, 0.4465], [5.7571, 1.2207, 1.8734], [4.5994, 0.4480, 2.5130], [-0.9352, -0.9254, 2.1182], [-2.0374, -1.8201, 1.4940], [-2.0989, -3.0776, 2.3644], [-1.6393, -2.5872, 3.7343], [-0.4759, -1.6600, 3.3931], [-2.6426, 1.8347, -3.3922], [-3.5620, 1.6537, -4.4196], [-4.8226, 1.0833, -4.2465], [-5.6349, 0.9720, -5.3593], [-5.1767, 1.4232, -6.5897], [-3.9073, 1.9727, -6.6481], [-3.1175, 2.0879, -5.5952], [-1.1945, 2.8929, -1.5389], [-0.6959, 1.2030, -1.5915], [-2.3639, 2.5707, 0.5599], [-2.2793, 0.8193, 0.4015], [0.1631, 2.6381, 0.7016], [-0.5981, 1.8222, 2.0689], [1.1429, -1.6589, -0.3298], [0.3646, -2.7001, 0.8942], [2.8857, -0.2881, 0.4626], [4.6007, -1.7513, 2.3731], [5.2606, -1.3180, -0.2653], [6.4832, -1.2860, 1.0117], [6.7603, 0.8947, -0.0463], [5.0071, 1.1168, -0.1481], [5.6029, 2.2979, 1.9115], [6.6915, 0.9902, 2.3874], [4.7626, 0.2733, 3.5748], [3.6678, 1.0057, 2.4047], [-1.3771, 0.0264, 2.4064], [-1.8259, -2.0462, 0.4497], [-2.9946, -1.2993, 1.5279], [-1.4055, -3.8360, 1.9981], [-3.0969, -3.5123, 2.3864], [-2.4421, -2.0274, 4.2179], [-1.3383, -3.4002, 4.3918], [0.4159, -2.2528, 3.2006], [-0.2473, -0.9613, 4.1970], [-1.7865, 2.2663, -3.7172], [-5.1378, 0.7465, -3.2741], [-6.6194, 0.5372, -5.2670], [-5.7872, 1.3503, -7.4755], [-3.4934, 2.3418, -7.5773]], "atomic_forces_ev_per_a": [[-0.27, -0.14, 0.13], [0.43, 0.24, -0.09], [-0.22, -0.20, 0.37], [0.09, 0.01, -0.11], [-0.04, 0.06, -0.06], [-0.11, 0.32, 0.19], [0.17, 0.19, -0.37], [0.19, -0.03, -0.05], [0.22, -0.06, -0.11], [-0.41, 0.01, -0.36], [0.04, -0.35, 0.28], [0.26, 0.31, -0.22], [0.03, -0.32, 0.17], [-0.03, 0.06, -0.04], [0.19, -0.07, 0.10], [-0.06, 0.10, -0.04], [0.11, 0.03, 0.10], [-0.28, 0.01, 0.22], [-0.03, -0.11, 0.02], [-0.15, 0.05, 0.05], [0.10, -0.04, -0.04], [-0.15, 0.08, 0.09], [0.25, 0.13, -0.09], [-0.35, -0.11, -0.26], [-0.04, -0.04, 0.11], [0.20, 0.12, -0.13], [-0.06, -0.03, 0.02], [-0.20, -0.05, -0.16], [0.32, 0.07, 0.30], [0.07, -0.02, -0.06], [0.04, 0.06, -0.09], [-0.04, -0.08, 0.03], [-0.06, 0.06, 0.05], [0.06, -0.13, 0.09], [0.00, 0.01, 0.00], [-0.09, -0.07, 0.12], [0.07, 0.04, 0.01], [-0.16, -0.17, 0.07], [0.00, 0.15, -0.10], [0.04, -0.11, 0.02], [0.07, -0.02, 0.00], [-0.02, 0.06, -0.10], [-0.05, 0.07, -0.09], [0.07, 0.05, 0.06], [0.07, 0.03, 0.01], [-0.07, 0.02, 0.06], [-0.03, -0.01, 0.04], [0.06, -0.06, -0.07], [-0.03, 0.07, -0.07], [-0.02, 0.03, -0.06], [0.02, -0.06, -0.02], [0.00, -0.10, -0.04], [-0.07, -0.01, 0.06], [-0.04, 0.00, 0.10], [0.04, -0.01, -0.02], [0.10, 0.04, 0.01], [-0.11, -0.06, 0.11], [0.01, -0.01, 0.03], [-0.06, -0.03, 0.02], [-0.03, 0.01, -0.09], [-0.05, 0.00, -0.11]], "gap_ev": 9.617, "total_energy_ha": -1302.348564, "relative_energy_kcal_mol": 14.74}

{"formula": "C22H32N4O4S", "method": "ωB97M-V/def2-TZVPD", "elements": ["C", "O", "C", "C", "C", "C", "N", "C", "C", "O", "N", "C", "C", "C", "C", "C", "C", "C", "S", "O", "O", "C", "C", "C", "N", "N", "C", "C", "C", "C", "C", "H", "H", "H", "H", "H", "H", "H", "H", "H", "H", "H", "H", "H", "H", "H", "H", "H", "H", "H", "H", "H", "H", "H", "H", "H", "H", "H", "H", "H", "H", "H", "H"], "positions_angstrom": [[3.5058, -5.3174, 0.5653], [3.6239, -4.2607, -0.3570], [2.6850, -3.2758, -0.3392], [1.6060, -3.2129, 0.5359], [0.7093, -2.1618, 0.4600], [0.8756, -1.1504, -0.4757], [-0.0443, -0.0803, -0.4775], [-0.4944, 0.4954, -1.7295], [-1.9402, 0.0467, -2.0255], [-2.2450, -0.5048, -3.0639], [-2.7786, 0.3487, -1.0316], [-4.1559, -0.0911, -0.9907], [-4.9769, 0.8082, -0.0645], [-4.5056, 0.8779, 1.3881], [-4.3942, -0.4723, 2.0965], [-3.1436, -1.2577, 1.6988], [-3.2686, -2.0878, 0.4129], [-4.2652, -1.5835, -0.6320], [0.0672, 0.9641, 0.8201], [0.2501, 0.1967, 2.0125], [-1.0965, 1.8163, 0.7569], [1.5027, 1.9342, 0.5136], [2.8413, 1.5824, 0.7992], [3.3374, 0.3544, 1.4672], [3.6450, 2.5452, 0.3900], [2.8759, 3.4963, -0.1462], [3.4674, 4.6908, -0.6737], [1.5662, 3.1794, -0.0949], [0.5008, 4.0813, -0.5934], [1.9644, -1.2056, -1.3430], [2.8505, -2.2591, -1.2814], [3.5616, -4.9578, 1.5977], [2.5734, -5.8726, 0.4227], [4.3503, -5.9755, 0.3674], [1.4465, -3.9774, 1.2790], [-0.1190, -2.1107, 1.1467], [0.1337, 0.1777, -2.5629], [-0.4707, 1.5850, -1.6503], [-2.4037, 0.8103, -0.2128], [-4.5520, 0.0241, -2.0094], [-6.0095, 0.4518, -0.0896], [-4.9702, 1.8216, -0.4740], [-3.5396, 1.3843, 1.4466], [-5.2237, 1.4996, 1.9302], [-5.2915, -1.0682, 1.9200], [-4.3401, -0.2770, 3.1704], [-2.3116, -0.5554, 1.6134], [-2.8873, -1.9410, 2.5126], [-3.5732, -3.1057, 0.6713], [-2.2831, -2.1580, -0.0523], [-5.2871, -1.7795, -0.3046], [-4.0965, -2.1632, -1.5419], [2.5537, -0.0575, 2.0970], [4.2158, 0.5933, 2.0611], [3.6175, -0.3944, 0.7270], [4.5460, 4.5868, -0.5817], [3.1999, 4.8222, -1.7234], [3.1384, 5.5664, -0.1106], [0.5328, 4.1594, -1.6810], [-0.4671, 3.6940, -0.2869], [0.6282, 5.0818, -0.1811], [2.1313, -0.4206, -2.0655], [3.6939, -2.3127, -1.9516]], "atomic_forces_ev_per_a": [[-0.02, -0.18, 0.16], [-0.09, 0.33, -0.21], [0.01, 0.14, -0.07], [0.19, -0.24, 0.06], [0.07, 0.03, -0.24], [0.39, -0.75, 0.16], [-0.07, 0.69, 0.91], [-0.39, 0.04, -0.43], [0.52, 0.31, 0.03], [-0.06, -0.20, -0.27], [-0.39, 0.21, 0.35], [-0.42, -0.18, -0.30], [0.25, 0.05, 0.00], [-0.29, -0.14, -0.07], [0.26, 0.15, 0.10], [-0.14, -0.18, 0.00], [-0.11, 0.07, 0.00], [0.20, 0.03, -0.09], [0.34, 0.36, -0.02], [0.23, -0.06, -0.19], [0.22, 0.09, -0.25], [-0.51, -0.10, 0.05], [-0.01, 0.13, -0.06], [0.19, -0.04, 0.02], [0.69, -0.50, 0.33], [-0.95, -0.42, 0.08], [0.15, 0.40, -0.15], [-0.04, 0.07, -0.04], [-0.04, 0.09, -0.04], [-0.11, 0.01, 0.06], [0.06, -0.18, 0.05], [-0.01, -0.01, -0.04], [0.03, 0.03, 0.01], [-0.08, 0.02, 0.06], [0.01, -0.09, 0.06], [-0.12, -0.02, 0.04], [-0.08, 0.05, 0.14], [0.02, -0.02, -0.19], [-0.01, -0.03, -0.15], [0.05, 0.00, 0.20], [-0.01, 0.00, -0.04], [-0.08, 0.01, -0.06], [0.01, 0.08, 0.08], [0.08, 0.07, -0.01], [-0.11, -0.04, 0.07], [-0.08, -0.05, 0.00], [0.01, -0.02, 0.07], [0.10, 0.06, 0.01], [0.08, -0.02, -0.03], [0.02, -0.10, -0.01], [-0.07, -0.03, -0.04], [-0.09, -0.01, -0.01], [0.11, -0.08, 0.07], [0.04, -0.03, 0.06], [0.01, -0.09, 0.01], [-0.08, 0.00, -0.01], [0.03, 0.00, 0.03], [0.03, -0.02, -0.03], [-0.03, 0.04, -0.05], [0.00, 0.11, -0.07], [-0.04, 0.07, 0.00], [0.01, 0.08, -0.06], [0.09, 0.00, -0.08]], "gap_ev": 8.930, "total_energy_ha": -1775.698103, "relative_energy_kcal_mol": 43.95}